1.
The following is a quantum chemistry calculation of a structure of composition C21H28InN5O3S, from the OMol25 dataset.

Results
Spin multiplicity: 1
Net charge: +2
Gap between HOMO and LUMO in hartree: 0.29065
ΔE to the lowest compared entry with this formula, charge and spin in kJ/mol: 0.0

```
59
C21H28InN5O3S, DFT ωB97M-V/def2-TZVPD
In -0.504 0.083 0.546
N -1.647 1.862 1.439
C -2.609 1.676 2.574
C -4.057 1.617 2.118
C -4.548 0.276 1.590
C -3.922 -0.206 0.293
N -2.584 -0.839 0.481
H -0.863 2.397 1.794
H -2.073 2.464 0.737
H -2.486 2.520 3.253
H -2.323 0.773 3.116
H -4.229 2.398 1.369
H -4.676 1.896 2.972
H -5.623 0.352 1.425
H -4.423 -0.497 2.357
H -3.824 0.609 -0.426
H -4.573 -0.955 -0.159
H -2.418 -1.513 -0.267
H -2.604 -1.426 1.315
O 1.731 -2.924 -0.891
S 0.565 -2.159 -1.188
O -0.626 -2.348 -0.352
N 0.780 -0.554 -0.973
C 2.028 0.057 -1.149
C 3.014 -0.402 -1.982
C 4.236 0.290 -2.109
C 4.466 1.445 -1.425
C 3.462 1.958 -0.570
C 3.620 3.165 0.135
C 2.606 3.626 0.931
C 1.442 2.863 1.034
N 1.244 1.714 0.407
C 2.243 1.259 -0.417
C 0.126 -2.397 -2.867
C -0.980 -1.739 -3.396
C -1.303 -1.937 -4.725
C -0.524 -2.784 -5.510
C 0.573 -3.434 -4.971
C 0.909 -3.244 -3.636
H 2.865 -1.308 -2.552
H 4.992 -0.110 -2.771
H 5.396 1.986 -1.531
H 4.544 3.722 0.034
H 2.686 4.557 1.474
H 0.658 3.242 1.678
H -1.577 -1.077 -2.782
H -2.158 -1.435 -5.155
H -0.782 -2.935 -6.549
H 1.170 -4.095 -5.584
H 1.754 -3.752 -3.193
C 1.730 0.444 3.702
C 0.774 -0.672 3.439
N 0.820 -1.746 4.197
O -0.078 -0.612 2.509
H 2.349 0.265 4.577
H 1.171 1.368 3.845
H 2.374 0.566 2.829
H 1.475 -1.826 4.959
H 0.208 -2.526 4.006
```


2.
The following is a quantum chemistry calculation of a cluster of 11 separate species, C46H58N8O9 in total at a distorted geometry, from the OMol25 dataset.

Results
Spin multiplicity: 1
SMILES string: O=C1OCCO1.O=C1OCCO1.O=C1OCCO1.c1ccncc1.c1ccncc1.c1ccncc1.c1ccncc1.c1ccncc1.CCCC#N.CCCC#N.CCCC#N
Gap between HOMO and LUMO in hartree: 0.36121

```
121
C46H58N8O9, DFT ωB97M-V/def2-TZVPD
N 2.334 3.398 -1.085
C 3.314 2.842 -1.815
C 4.199 3.604 -2.519
C 4.084 5.013 -2.580
C 3.018 5.602 -1.879
C 2.193 4.730 -1.171
H 3.421 1.741 -1.881
H 5.074 3.176 -3.000
H 4.838 5.582 -3.103
H 2.932 6.608 -1.833
H 1.362 5.148 -0.557
N 2.532 0.068 1.662
C 2.179 -0.007 2.974
C 2.553 0.964 3.891
C 3.366 1.954 3.465
C 3.742 2.014 2.130
C 3.214 1.089 1.242
H 1.714 -0.924 3.198
H 2.287 0.943 4.976
H 3.808 2.707 4.042
H 4.357 2.794 1.803
H 3.452 1.162 0.170
N 2.594 -3.035 -1.496
C 2.679 -2.346 -0.355
C 3.595 -2.714 0.699
C 4.477 -3.724 0.434
C 4.380 -4.503 -0.669
C 3.415 -4.090 -1.573
H 2.043 -1.510 -0.090
H 3.552 -2.165 1.644
H 5.272 -3.939 1.229
H 4.996 -5.365 -0.720
H 3.186 -4.692 -2.429
N -1.501 2.234 -4.089
C -0.293 2.788 -3.943
C -0.015 4.068 -4.410
C -0.933 4.812 -5.120
C -2.105 4.163 -5.406
C -2.382 2.914 -4.818
H 0.479 2.238 -3.452
H 0.938 4.549 -4.252
H -0.580 5.751 -5.539
H -2.916 4.581 -6.011
H -3.352 2.509 -4.995
N -1.613 -0.762 1.202
C -0.952 -0.814 -0.008
C -0.371 0.305 -0.570
C -0.349 1.579 0.108
C -0.944 1.631 1.337
C -1.501 0.467 1.815
H -0.970 -1.758 -0.560
H 0.110 0.245 -1.544
H 0.091 2.419 -0.387
H -0.977 2.467 1.995
H -2.048 0.472 2.780
C -3.725 -1.585 -1.998
C -3.067 -3.016 -2.456
C -1.897 -2.703 -3.465
C -0.995 -3.861 -3.565
N -0.421 -4.809 -3.651
H -2.940 -0.831 -1.746
H -4.227 -1.655 -0.983
H -4.411 -1.198 -2.707
H -3.851 -3.696 -2.903
H -2.702 -3.505 -1.522
H -1.208 -1.922 -3.134
H -2.252 -2.416 -4.523
C 0.055 5.087 5.931
C -0.370 3.785 6.638
C -1.832 3.480 6.441
C -2.251 3.418 5.026
N -2.513 3.259 3.915
H -0.368 5.976 6.344
H -0.380 4.982 4.893
H 1.175 5.194 5.909
H -0.206 3.857 7.766
H 0.253 2.924 6.348
H -2.358 4.305 6.919
H -2.148 2.485 6.857
C -0.490 -6.893 -0.089
C 0.314 -5.607 -0.057
C -0.453 -4.457 0.559
C -1.003 -4.787 1.873
N -1.393 -5.211 2.881
H -1.421 -6.659 -0.606
H -0.840 -7.318 0.867
H -0.005 -7.688 -0.621
H 0.612 -5.330 -1.064
H 1.297 -5.711 0.419
H -1.311 -4.047 -0.052
H 0.174 -3.585 0.640
C 3.506 -2.544 -4.754
C 2.040 -2.870 -4.938
O 1.336 -1.866 -4.188
C 2.173 -0.953 -3.740
O 1.892 -0.018 -3.062
O 3.393 -1.230 -4.193
H 4.095 -2.451 -5.713
H 4.089 -3.228 -4.173
H 1.778 -3.715 -4.381
H 1.624 -3.128 -5.928
C -0.718 -2.565 4.210
C -2.132 -2.644 4.640
O -2.273 -1.359 5.324
C -1.114 -0.907 5.691
O -0.924 0.134 6.275
O -0.094 -1.582 5.097
H -0.596 -2.212 3.215
H -0.265 -3.485 4.491
H -2.361 -3.473 5.252
H -2.757 -2.544 3.722
C -4.492 2.346 -0.213
C -5.865 1.701 -0.051
O -6.567 2.212 -1.240
C -5.750 3.029 -1.980
O -6.153 3.577 -2.955
O -4.569 3.194 -1.400
H -3.601 1.671 -0.374
H -4.266 2.963 0.655
H -6.400 2.083 0.765
H -5.851 0.620 -0.073
```


3.
The following is a quantum chemistry calculation of an isolated molecule of C3H11N3O2, from the OMol25 dataset.

Results
Spin multiplicity: 1
SMILES string: CNC(N)(N)OCO
Gap between HOMO and LUMO in hartree: 0.38559
ΔE to the lowest compared entry with this formula, charge and spin in kJ/mol: 99.8

```
19
C3H11N3O2, DFT ωB97M-V/def2-TZVPD
C 1.780 0.569 0.556
C -1.676 1.277 0.526
N -0.996 0.579 -0.554
O 2.749 0.069 -0.296
H 2.289 -0.280 -1.080
H -0.397 1.214 -1.069
H 2.265 0.773 1.515
H 1.359 1.512 0.154
H -2.010 2.241 0.150
H -2.555 0.704 0.821
H -1.040 1.434 1.405
C -0.228 -0.577 -0.190
N 0.463 -1.008 -1.393
N -1.094 -1.612 0.300
O 0.747 -0.334 0.842
H -1.708 -1.254 1.020
H -0.527 -2.342 0.718
H -0.201 -1.000 -2.159
H 0.780 -1.965 -1.266
```


4.
The following is a quantum chemistry calculation of an isolated molecule of CH2N4S2 at a distorted geometry, from the OMol25 dataset.

Results
Spin multiplicity: 1
Gap between HOMO and LUMO in hartree: 0.30615
ΔE to the lowest compared entry with this formula, charge and spin in kJ/mol: 287.9

```
9
CH2N4S2, DFT ωB97M-V/def2-TZVPD
C -0.699 -0.516 0.155
N 1.082 0.373 -0.113
N -0.224 -1.592 -0.169
N 1.731 -0.658 -0.371
N 1.139 -1.746 -0.345
S 1.531 1.897 0.159
S -2.068 0.384 0.389
H 0.445 2.514 -0.255
H -2.937 -0.656 0.550
```


5.
The following is a quantum chemistry calculation of an isolated molecule of C6H11NO2 at a distorted geometry, from the OMol25 dataset.

Results
Spin multiplicity: 1
SMILES string: C#C[C@@H](C)[C@H](N)C(O)O
Gap between HOMO and LUMO in hartree: 0.38826
ΔE to the lowest compared entry with this formula, charge and spin in kJ/mol: 328.4

```
20
C6H11NO2, DFT ωB97M-V/def2-TZVPD
C 0.077 -0.489 1.596
C 0.667 -0.065 -0.868
C -0.235 -0.898 0.008
C 1.802 0.793 -0.328
N -1.670 -0.918 -0.202
O -0.545 0.738 1.887
O -0.522 -1.477 2.411
C -0.166 0.882 -1.881
C -0.920 1.506 -2.587
H -1.316 -1.761 1.916
H -0.426 0.870 2.842
H 1.131 -0.459 1.880
H 1.119 -0.776 -1.570
H 0.104 -1.938 -0.060
H -1.937 -1.189 -1.145
H -2.056 0.005 0.015
H 2.508 1.037 -1.128
H 2.422 0.271 0.406
H 1.443 1.750 0.065
H -1.479 2.117 -3.259
```


6.
The following is a quantum chemistry calculation of an isolated molecule of BrH2NOS at a distorted geometry, from the OMol25 dataset.

Results
Spin multiplicity: 3
Gap between HOMO and LUMO (alpha / beta) in hartree: 0.29223 / 0.19018
ΔE to the lowest compared entry with this formula, charge and spin in kJ/mol: 256.0

```
6
BrH2NOS, DFT ωB97M-V/def2-TZVPD
N 0.959 0.215 -0.900
O -0.178 -1.805 0.248
S 0.020 -0.402 0.147
Br -2.145 0.646 0.281
H 0.881 1.236 -1.185
H 0.463 0.110 1.408
```


Number 1: E -1904.43290 Eh. Number 2: E -2902.74455 Eh. Number 3: E -435.65228 Eh. Number 4: E -1054.53013 Eh. Number 5: E -440.36215 Eh. Number 6: E -3103.17603 Eh.